<i>
C5H17N2O | ωB97M-V with the def2-TZVPD basis set

**Net charge**: +1
**Highest occupied orbital energy**: -0.4718 Eh
**Frontier orbital gap**: 9.9 eV

Last column: Löwdin charge in e.
Element x y z (Å)
N 0.93 -1.23 -0.76  0.225
C 1.47 0.18 -0.90  -0.319
C 1.81 0.43 -2.36  -0.053
C 0.52 1.21 -0.29  -0.182
N 0.27 0.76 1.07  -0.083
C -1.19 0.88 1.41  -0.273
C -1.51 0.86 2.91  -0.070
H 1.47 -1.77 -0.09  0.169
H -0.05 -1.19 -0.44  0.127
H 0.91 -1.76 -1.64  0.161
H 2.43 0.12 -0.39  0.151
H 2.42 1.33 -2.44  0.097
H 0.91 0.61 -2.96  0.091
H 2.31 -0.32 -2.99  0.091
H 0.96 2.21 -0.40  0.140
H -0.44 1.29 -0.80  0.128
H 0.76 1.22 1.83  0.114
H -1.55 1.77 0.92  0.100
H -1.72 0.09 0.83  0.105
H -2.43 0.40 3.23  0.076
H -1.65 1.89 3.24  0.078
H -0.60 0.53 3.42  0.072
H -2.26 -3.26 -0.05  0.054
H -2.09 -3.26 -1.56  0.049
O -1.66 -2.99 -0.75  -0.050

---

<ii>
C5H17N2O | ωB97M-V with the def2-TZVPD basis set

**Net charge**: +1
**Highest occupied orbital energy**: -0.4878 Eh
**Frontier orbital gap**: 10.3 eV

Last column: Löwdin charge in e.
Element x y z (Å)
C -1.29 -1.06 1.10  -0.161
C -1.11 0.40 1.53  -0.209
C -1.23 1.26 0.25  -0.114
C 0.24 1.35 -0.60  -0.163
N 0.56 0.22 -1.50  -0.149
C -0.14 0.42 -2.82  -0.049
N 0.04 -1.60 0.55  0.077
H -2.01 -1.19 0.26  0.124
H -1.44 -1.82 1.95  0.143
H -1.92 0.72 2.23  0.125
H -0.15 0.54 2.17  0.144
H -1.46 2.19 0.64  0.069
H -2.00 0.83 -0.48  0.124
H 1.06 1.48 0.09  0.101
H 0.22 2.29 -1.10  0.090
H 1.55 0.09 -1.54  0.109
H -0.01 -0.41 -3.51  0.089
H 0.24 1.31 -3.11  0.042
H -1.27 0.51 -2.75  0.106
H -0.02 -2.62 0.44  0.147
H 0.96 -1.19 1.00  0.109
H 0.34 -1.06 -0.43  0.138
H 2.84 -1.57 2.41  0.145
H 3.39 -0.19 1.63  0.125
O 2.63 -0.90 1.60  -0.160

---

<iii>
C5H17N2O | ωB97M-V with the def2-TZVPD basis set

**Net charge**: +1
**Highest occupied orbital energy**: -0.5195 Eh
**Frontier orbital gap**: 11.6 eV

Last column: Löwdin charge in e.
Element x y z (Å)
N 0.14 2.10 -1.94  -0.045
C -0.99 2.38 -1.11  -0.218
C -0.91 1.36 0.19  -0.087
N 0.15 0.32 -0.02  0.036
C 0.35 -2.23 -0.53  -0.070
C -0.50 -1.06 0.02  -0.369
C -0.73 -1.43 1.49  -0.032
H 0.69 3.03 -2.12  0.149
H 0.67 0.49 -0.97  0.188
H -0.07 1.90 -2.92  0.094
H -1.91 2.24 -1.68  0.112
H -1.14 3.41 -0.64  0.138
H -1.87 0.96 0.36  0.107
H -0.70 2.02 0.92  0.077
H 0.75 0.22 0.86  0.131
H -0.03 -3.18 -0.35  0.051
H 1.38 -2.14 -0.17  0.072
H 0.35 -2.35 -1.71  0.131
H -1.50 -1.03 -0.64  0.191
H 0.22 -1.08 2.08  0.105
H -1.65 -1.23 1.96  0.071
H -0.64 -2.51 1.35  0.083
H 3.44 -0.46 1.73  0.126
H 2.08 -1.12 2.29  0.054
O 2.44 -0.59 1.55  -0.097

---

Relative energies, kcal/mol: <i> 0.0; <ii> 26.0; <iii> 31.7.

---

<i>
C5H6N2O2 | ωB97M-V with the def2-TZVPD basis set

**Net charge**: 0
**Highest occupied orbital energy (spin up / spin down)**: -0.3007 / -0.2901 Eh
**Frontier orbital gap (spin up / spin down)**: 8.4 / 7.8 eV

Last column: Löwdin charge in e.
Element x y z (Å)
C -1.13 -0.29 2.22  -0.030
C -1.58 0.40 1.11  -0.143
C 0.13 -0.64 1.79  -0.068
C 1.39 -0.60 -0.28  -0.217
C 0.75 0.22 -2.58  -0.008
N -0.71 0.46 0.10  0.067
N 0.35 -0.24 0.55  -0.122
O 2.38 -1.01 0.22  0.072
O 0.39 1.47 -2.15  -0.083
H -1.47 -0.54 3.17  0.086
H -2.55 0.89 1.25  0.112
H 0.87 -1.15 2.24  0.096
H -0.12 -0.45 -2.89  0.097
H 1.73 0.10 -3.10  0.086
H -0.44 1.38 -1.66  0.056

---

<ii>
C5H6N2O2 | ωB97M-V with the def2-TZVPD basis set

**Net charge**: 0
**Highest occupied orbital energy**: -0.3436 Eh
**Frontier orbital gap**: 10.2 eV

Last column: Löwdin charge in e.
Element x y z (Å)
C -0.28 -1.52 -2.74  -0.007
C -0.35 -1.08 -1.28  -0.422
C 0.04 0.64 0.32  -0.465
C 0.23 1.82 1.97  -0.137
C 0.87 0.70 2.15  -0.142
H 0.09 -2.46 -3.01  0.055
H 0.26 -0.71 -3.35  0.106
H -1.23 -1.73 -3.20  0.073
H -0.84 0.85 -1.36  0.090
H 0.07 2.60 2.84  0.154
H 1.61 0.13 3.01  0.200
N -0.20 0.25 -1.06  0.176
N -0.34 1.79 0.68  0.166
O -0.68 -1.95 -0.40  0.039
O 0.78 -0.10 1.06  0.115

---

Relative energies, kcal/mol: <i> 46.2; <ii> 0.0.